C51H71GeOP4ScSi3 | ωB97M-V with the def2-TZVPD basis set

Structure (XYZ):
```
132
C51H71GeOP4ScSi3, DFT ωB97M-V with the def2-TZVPD basis set
Sc -0.49500 -0.11070 0.15260
C 4.52410 1.29860 -0.29210
P 3.21960 0.11450 0.24460
C 3.96660 -0.40760 1.85070
C 3.77250 -1.31910 -0.79970
C 3.00880 -2.56730 -0.38070
P 1.18140 -2.31260 -0.45230
C 0.90310 -2.69210 -2.23020
C 0.66870 -3.87690 0.35000
H 5.51430 0.89030 -0.08680
H 4.41220 2.23790 0.24550
H 4.43190 1.49040 -1.36000
H 4.91990 -0.90720 1.67870
H 3.29950 -1.07510 2.39470
H 4.13770 0.47430 2.46550
H 4.85040 -1.46370 -0.68130
H 3.58990 -1.07050 -1.85070
H 3.26390 -2.83820 0.64930
H 3.24470 -3.42640 -1.02040
H 1.32370 -3.66690 -2.47330
H 1.41280 -1.94360 -2.83410
H -0.15830 -2.67890 -2.47100
H 1.15690 -4.72020 -0.13630
H -0.41260 -3.98710 0.29390
H 0.97790 -3.86300 1.39380
O -1.77220 3.92500 0.12260
C -0.78050 4.85520 0.33010
C -0.99940 6.15320 0.77090
C 0.07190 7.01490 0.93110
C 1.35370 6.58730 0.62830
C 1.58270 5.27330 0.26560
C 0.52800 4.36510 0.15500
P 0.78030 2.53240 0.02970
C 1.70600 2.37060 -1.56650
C 2.32460 3.40180 -2.26730
C 2.85330 3.17640 -3.53020
C 2.74720 1.93450 -4.13180
C 2.09800 0.90770 -3.46380
C 1.57510 1.13350 -2.20530
C 1.77100 2.32170 1.61010
C 2.78800 3.13780 2.09490
C 3.25780 2.99540 3.39180
C 2.72250 2.04540 4.24190
C 1.73410 1.19550 3.76790
C 1.27710 1.33610 2.47350
C -3.04790 4.16790 -0.30680
C -3.59010 5.37360 -0.71770
C -4.91670 5.41820 -1.11340
C -5.69550 4.27470 -1.11970
C -5.12790 3.05150 -0.80550
C -3.80180 2.98780 -0.40750
P -2.92300 1.39690 -0.19990
C -1.85620 1.53380 -1.76440
C -1.33800 2.67090 -2.39310
C -0.92070 2.63680 -3.71160
C -1.00570 1.47740 -4.45950
C -1.53500 0.34110 -3.87010
C -1.96230 0.37330 -2.55180
C -2.32900 1.56360 1.61300
C -3.19400 0.75960 2.37330
C -3.33600 0.91760 3.74100
C -2.60070 1.88050 4.41090
C -1.66990 2.61730 3.70030
C -1.53420 2.46520 2.33030
H -1.99430 6.48320 1.02340
H -0.09620 8.01600 1.29470
H 2.18240 7.27360 0.70600
H 2.60320 4.97530 0.07910
H 2.37930 4.39650 -1.86030
H 3.33690 3.98470 -4.05420
H 3.14910 1.77010 -5.11920
H 1.98930 -0.05550 -3.94510
H 0.99660 0.33360 -1.71150
H 3.23800 3.89550 1.48070
H 4.03570 3.65750 3.73640
H 3.07190 1.96500 5.25870
H 1.31690 0.43420 4.41120
H 0.48510 0.64710 2.10740
H -2.99560 6.27080 -0.77540
H -5.33950 6.35820 -1.43190
H -6.73280 4.32900 -1.40390
H -5.71030 2.14910 -0.89700
H -1.27260 3.62120 -1.89940
H -0.54000 3.53850 -4.15940
H -0.71080 1.47920 -5.49730
H -1.65480 -0.55530 -4.46030
H -2.48500 -0.49880 -2.15830
H -3.79770 0.01280 1.87370
H -4.03100 0.30010 4.28750
H -2.75270 2.05170 5.46360
H -1.04950 3.33960 4.20730
H -0.78820 3.07890 1.85470
C -2.17530 -4.69390 2.38920
Si -2.69440 -2.85300 2.43550
C -1.21090 -1.87090 3.17840
C -4.29730 -2.72840 3.45980
Ge -2.80230 -1.88870 0.06880
Si -5.52570 -1.39540 -0.15120
C -6.11780 0.01980 0.99400
C -5.53420 -0.85580 -1.98640
C -6.64610 -2.87070 0.29390
Si -2.97170 -3.96270 -1.83040
C -4.62540 -4.80550 -1.43440
C -1.65780 -5.33770 -1.60910
C -2.86250 -3.22610 -3.59180
H -2.57940 -5.18140 3.27250
H -1.09920 -4.82360 2.42630
H -2.55270 -5.24050 1.53080
H -0.83660 -2.34730 4.08000
H -1.49990 -0.85910 3.45000
H -0.37400 -1.81860 2.46450
H -4.06140 -2.69360 4.51970
H -4.90560 -3.61380 3.30210
H -4.90890 -1.86440 3.22480
H -5.56520 0.94740 0.88760
H -6.08740 -0.27070 2.03910
H -7.15970 0.23780 0.77170
H -4.97370 0.06530 -2.13530
H -6.55200 -0.67840 -2.32120
H -5.11580 -1.61610 -2.63720
H -6.19290 -3.56510 0.99110
H -6.95910 -3.42890 -0.57900
H -7.55060 -2.49220 0.76080
H -4.80870 -4.87200 -0.36820
H -4.60440 -5.82100 -1.82050
H -5.46510 -4.30550 -1.89860
H -1.62710 -5.71810 -0.59250
H -0.65460 -5.06120 -1.90900
H -1.95730 -6.17310 -2.23950
H -3.52860 -2.38450 -3.75380
H -3.15550 -4.00450 -4.29220
H -1.85660 -2.91870 -3.86230
```

Computed properties:
Kohn-Sham gap (alpha / beta) = 5.86 / 5.52 eV
Energy relative to the best compared isomer or geometry (same formula, charge and spin) = 14.9 kcal per mole
Charge = +3
2S+1 = 2